{"formula": "C3H5NO2S", "method": "ωB97M-V/def2-TZVPD", "species": ["C", "O", "C", "N", "S", "C", "O", "H", "H", "H", "H", "H"], "coordinates": [[0.228188, 1.747031, -1.667728], [-0.275094, 0.652144, -0.924288], [0.664545, -0.146663, -0.410351], [0.447429, -0.956490, 0.518150], [-1.130299, -0.808359, 1.132279], [-0.959636, -1.970994, 2.389306], [-0.062570, -2.764559, 2.319661], [-0.580591, 2.428735, -1.904364], [0.700059, 1.399345, -2.635390], [0.999438, 2.321771, -1.147022], [1.617595, -0.065784, -0.899929], [-1.649065, -1.836177, 3.229676]], "atomic_forces_ev_per_a": [[0.9, 0.1, -1.5], [-0.3, 0.7, -0.1], [0.0, 0.1, -0.6], [-0.4, -0.2, 0.3], [-0.5, 1.0, -0.4], [1.2, -0.5, -0.2], [-0.3, -0.6, 1.1], [-0.2, -0.2, 0.1], [-0.6, 0.2, 0.9], [-0.1, -0.2, 0.3], [0.6, -0.2, 0.0], [-0.3, -0.3, 0.1]], "homo_energy_ha": -0.3326, "relative_energy_kcal_mol": 42.5, "e_tot_ha": -720.67870, "gap_ev": 9.78, "smiles": "CO/C=N\\SC=O"}